Entry from the OMol25 dataset: 3 unconnected molecules or ions with the total composition C2H5N3O2 (ωB97M-V/def2-TZVPD).

Each atom is followed by the atoms it is bonded to, with distances in Å.
CARTESIAN COORDINATES (ANGSTROEM)
1 N -1.125 -0.631 0.845  C2 1.262, H4 1.010
2 C -1.313 0.296 0.009  N1 1.262, N3 1.238
3 N -2.163 1.054 -0.477  C2 1.238, H5 1.014
4 H -1.381 -1.581 0.617  N1 1.010
5 H -1.829 1.698 -1.186  N3 1.014
6 N 1.534 0.323 -0.226  C7 1.253, H9 1.009
7 C 0.660 1.084 -0.700  N6 1.253, O8 1.176
8 O 0.320 1.888 -1.489  C7 1.176
9 H 2.493 0.361 -0.536  N6 1.009
10 O 0.827 -1.849 0.867  H11 0.966, H12 1.158
11 H 0.803 -1.815 1.832  O10 0.966
12 H 1.174 -0.829 0.445  O10 1.158

The total charge is 0. As for the orbital gap (spin up / spin down): 7.322 / 7.327 eV. The total energy comes out at -10716.5642 eV. As for the spin multiplicity: 1. The lowest unoccupied orbital energy (spin up / spin down) comes out at -1.8 / -1.8 eV.

Here is what Löwdin gives for the atomic charges, in e: atom 1 (N): 0.170, atom 2 (C): -0.377, atom 3 (N): 0.150, atom 4 (H): 0.100, atom 5 (H): 0.046, atom 6 (N): 0.141, atom 7 (C): -0.328, atom 8 (O): 0.172, atom 9 (H): 0.133, atom 10 (O): -0.231, atom 11 (H): 0.014, atom 12 (H): 0.010

Entry from the OMol25 dataset: a single C2H5N3O2S molecule (ωB97M-V/def2-TZVPD).

Each atom is followed by the atoms it is bonded to, with distances in Å.
CARTESIAN COORDINATES (ANGSTROEM)
1 N 1.295 1.955 -0.085  N2 1.364, H9 1.036, H10 1.098
2 N 0.004 1.528 0.000  N1 1.364, C3 1.312
3 C -0.168 0.257 -0.277  N2 1.312, N4 1.439, C6 1.448
4 N -1.543 -0.087 -0.525  C3 1.439, O5 1.381, H11 1.076
5 O -2.139 -0.619 0.602  N4 1.381, H12 1.106
6 C 0.792 -0.801 -0.043  C3 1.448, O7 1.396, S8 1.681
7 O 0.175 -2.020 -0.332  C6 1.396, H13 1.017
8 S 2.468 -0.852 0.089  C6 1.681
9 H 1.365 2.918 0.290  N1 1.036
10 H 1.750 1.162 0.522  N1 1.098
11 H -1.987 0.887 -0.632  N4 1.076
12 H -2.734 -1.524 0.379  O5 1.106
13 H 0.723 -2.805 0.010  O7 1.017

The total charge is 0. As for the orbital gap: 7.964 eV. The total energy comes out at -21551.1602 eV. As for the spin multiplicity: 1. The lowest unoccupied orbital energy comes out at -1.0 eV.

Here is what Löwdin gives for the atomic charges, in e: atom 1 (N): -0.004, atom 2 (N): 0.025, atom 3 (C): -0.355, atom 4 (N): -0.091, atom 5 (O): -0.131, atom 6 (C): -0.699, atom 7 (O): -0.069, atom 8 (S): 0.730, atom 9 (H): 0.101, atom 10 (H): 0.016, atom 11 (H): 0.146, atom 12 (H): 0.197, atom 13 (H): 0.133

Entry from the OMol25 dataset: a single C2H5N3O2S3 molecule (ωB97M-V/def2-TZVPD).

Each atom is followed by the atoms it is bonded to, with distances in Å.
CARTESIAN COORDINATES (ANGSTROEM)
1 C 1.559 0.685 0.201  N3 1.399, N4 1.288, S10 1.730
2 C -1.386 -0.227 -1.212  N5 1.417, O6 1.440, O7 1.333, H11 1.113
3 N 2.154 0.492 1.451  C1 1.399, H12 1.012, H13 0.967
4 N 0.665 -0.185 -0.119  C1 1.288, N5 1.415
5 N -0.032 0.183 -1.294  C2 1.417, N4 1.415, S9 1.656
6 O -1.857 0.037 0.122  C2 1.440, H14 1.060
7 O -1.506 -1.517 -1.526  C2 1.333, H15 1.062
8 S -0.833 2.636 -2.953  S9 1.908
9 S 0.474 1.438 -2.248  N5 1.656, S8 1.908, S10 2.377
10 S 1.993 2.170 -0.573  C1 1.730, S9 2.377
11 H -1.943 0.484 -1.862  C2 1.113
12 H 3.030 1.000 1.454  N3 1.012
13 H 2.273 -0.445 1.659  N3 0.967
14 H -1.467 -0.743 0.725  O6 1.060
15 H -0.970 -2.101 -0.818  O7 1.062

The total charge is 0. As for the orbital gap (spin up / spin down): 7.431 / 5.832 eV. The total energy comes out at -43221.7817 eV. As for the spin multiplicity: 3. The lowest unoccupied orbital energy (spin up / spin down) comes out at 0.4 / -2.8 eV. As for the expectation value of S²: 2.01.

Here is what Löwdin gives for the atomic charges, in e: atom 1 (C): -0.837, atom 2 (C): -0.587, atom 3 (N): 0.066, atom 4 (N): 0.048, atom 5 (N): -0.427, atom 6 (O): -0.034, atom 7 (O): 0.030, atom 8 (S): 0.171, atom 9 (S): 0.307, atom 10 (S): 0.685, atom 11 (H): 0.114, atom 12 (H): 0.065, atom 13 (H): 0.061, atom 14 (H): 0.155, atom 15 (H): 0.183

no.,M (g/mol)
1,103.08
2,135.15
3,199.28